1.
25
Properties=species:S:1:pos:R:3 method="wB97M-V/def2-TZVPD" relative_energy_kcal_mol=0.0 lumo_ev=-3.4 gap_ev=10.7243 charge=+1 homo_energy_ev=-14.096 total_energy_ev=-16842.067
Li -0.39 0.40 0.14
O -0.82 1.77 -1.32
H -1.76 1.57 -1.47
H -0.63 2.51 -1.92
O -1.81 0.82 1.65
H -1.62 1.61 2.17
H -2.24 0.21 2.27
O 0.05 -1.42 2.26
H -0.67 -1.60 2.88
H 0.55 -0.71 2.67
O 1.30 -0.49 -0.70
H 1.95 0.22 -0.85
H 1.71 -1.28 -1.07
O 1.66 1.28 -2.98
H 1.40 1.05 -3.89
H 0.91 1.01 -2.43
O 1.02 1.69 1.11
H 1.12 1.74 2.07
H 1.20 2.59 0.81
O 0.67 -3.20 0.13
H 1.51 -3.53 0.46
H 0.48 -2.42 0.68
O -1.65 -1.01 -0.69
H -1.55 -1.98 -0.71
H -2.40 -0.83 -1.27

2.
29
Properties=species:S:1:pos:R:3 method="wB97M-V/def2-TZVPD" relative_energy_kcal_mol=13.9 lumo_ev=-7.3 gap_ev=6.8212 charge=+2 homo_energy_ev=-14.100 total_energy_ev=-25300.352
Y -11.35 4.28 -14.14
N -11.72 7.81 -12.86
O -12.30 7.74 -11.75
O -11.89 8.86 -13.57
O -11.64 6.71 -13.40
O -13.22 4.48 -12.77
H -13.77 3.76 -12.35
H -13.76 5.29 -12.58
O -9.69 5.61 -14.97
H -9.08 5.27 -15.64
H -9.94 6.43 -15.39
O -12.36 5.33 -15.92
H -12.51 4.78 -16.72
H -13.09 5.99 -15.92
O -13.23 2.87 -15.18
H -13.35 2.27 -15.96
H -14.11 3.18 -14.92
O -10.42 4.58 -11.94
H -10.97 4.57 -11.14
H -9.72 5.29 -11.86
O -10.58 3.18 -15.99
H -10.51 3.29 -16.99
H -10.39 2.25 -16.00
O -8.86 3.16 -13.86
H -8.49 3.23 -12.96
H -8.03 2.98 -14.36
O -11.52 2.12 -13.29
H -12.23 1.52 -13.35
H -10.78 1.51 -13.33

3.
23
Properties=species:S:1:pos:R:3 method="wB97M-V/def2-TZVPD" relative_energy_kcal_mol=30.0 lumo_ev=-2.4 gap_ev=11.6744 charge=+1 homo_energy_ev=-14.110 total_energy_ev=-14029.672
N 0.03 -0.57 0.10
H -0.22 -1.47 0.55
H 0.88 -0.77 -0.44
H -0.82 -0.35 -0.44
H 0.13 0.21 0.77
H 0.80 -4.15 1.02
H 0.81 -3.65 2.36
O 0.51 -3.35 1.48
H -3.09 -0.85 -1.54
H -3.14 -1.79 -0.38
O -2.66 -1.00 -0.66
H 3.22 0.71 -2.05
H 2.55 -0.41 -2.75
O 2.43 0.13 -1.96
H 0.89 2.27 1.71
H -0.22 1.42 2.59
O 0.16 1.65 1.74
H -3.25 -0.02 -3.90
H -4.32 -0.88 -3.56
O -3.45 -0.63 -3.16
H 3.69 4.52 2.68
H 2.30 4.76 3.24
O 2.78 4.23 2.59

4.
23
Properties=species:S:1:pos:R:3 method="wB97M-V/def2-TZVPD" relative_energy_kcal_mol=114.3 lumo_ev=-3.1 gap_ev=11.1058 charge=+1 homo_energy_ev=-14.250 total_energy_ev=-14026.016
N 0.65 0.55 -0.30
H 0.42 1.23 -0.98
H 0.98 -0.17 -0.83
H -0.19 0.60 0.14
H 1.18 0.98 0.23
O -1.54 -1.14 -1.51
H -1.25 -1.90 -0.93
H -1.81 -1.56 -2.29
O -0.51 0.83 2.69
H -1.16 0.43 3.47
H 0.46 0.43 2.99
O 2.52 -0.57 2.12
H 3.37 -0.44 1.71
H 2.57 -1.39 2.43
O -1.92 2.69 -0.50
H -2.10 2.19 -1.31
H -2.19 3.66 -0.82
O 0.76 -0.17 -3.27
H 0.06 -0.69 -3.56
H 0.49 0.81 -3.59
O -0.44 -1.90 1.16
H -0.85 -2.64 1.39
H 0.51 -1.82 1.54

5.
24
Properties=species:S:1:pos:R:3 method="wB97M-V/def2-TZVPD" relative_energy_kcal_mol=86.8 lumo_ev=-0.2 gap_ev=10.9097 charge=0 homo_energy_ev=-11.079 total_energy_ev=-16638.245 smiles=O.O.O.O.O.O.O.O
O 37.46 21.77 14.20
H 36.58 21.67 14.61
H 37.86 22.60 14.16
O 34.44 20.22 12.57
H 35.20 20.76 12.34
H 34.55 19.96 13.38
O 30.31 22.61 12.49
H 29.66 23.19 12.27
H 31.16 23.10 12.59
O 34.54 19.53 15.62
H 33.81 18.97 16.05
H 34.78 20.27 16.24
O 35.28 23.11 15.82
H 34.62 23.76 15.36
H 35.59 23.16 16.78
O 31.57 22.02 16.32
H 30.63 22.36 16.09
H 32.04 22.27 15.61
O 32.26 24.71 13.32
H 32.35 25.30 13.97
H 32.74 23.92 13.46
O 33.29 22.35 14.13
H 33.24 21.70 13.42
H 34.09 22.14 14.61

6.
24
Properties=species:S:1:pos:R:3 method="wB97M-V/def2-TZVPD" relative_energy_kcal_mol=73.0 lumo_ev=-0.4 gap_ev=11.0441 charge=0 homo_energy_ev=-11.407 total_energy_ev=-16638.843 smiles=O.O.O.O.O.O.O.O
H 0.05 1.09 1.08
H 1.49 0.90 0.65
H -0.24 -0.71 -0.09
H -1.57 -0.21 0.43
H -3.14 1.92 1.80
H -4.04 0.70 1.70
H 5.22 0.23 -3.40
H 4.54 -0.58 -2.31
H 1.91 -2.90 -1.67
H 2.18 -4.36 -1.36
H 2.82 0.04 0.04
H 2.80 1.40 -0.64
H -1.62 -2.64 1.41
H -2.69 -1.55 1.42
H -3.55 2.84 0.27
H -4.08 4.23 -0.02
O 0.95 1.14 1.41
O -1.18 -0.90 -0.12
O -4.05 1.64 1.92
O 5.29 -0.59 -2.91
O 2.14 -3.49 -0.95
O 2.58 0.48 -0.79
O -2.50 -2.44 1.75
O -3.33 3.77 0.37